[1]
C41H38Co2N2O5P as an isolated structure, computed with ωB97M-V/def2-TZVPD.

Last column: Mulliken charge in e.
Positions of all 89 atoms, in Å:
C: 6.3798 0.3912 -1.4426  -0.783
C: 4.8937 0.3059 -1.1134  -0.458
C: 4.3816 1.6357 -0.5284  -0.275
C: 4.5433 1.6698 0.9762  0.546
N: 3.4582 1.6985 1.6920  -0.423
C: 3.6552 1.8652 3.1297  -0.307
C: 4.9363 1.2862 3.6975  -0.710
C: 6.1257 1.7456 2.8724  -0.721
N: 5.8152 1.6606 1.4586  0.230
C: 6.9581 1.8601 0.5539  -1.147
C: 7.2545 0.5663 -0.2050  -0.608
H: 6.7030 -0.5150 -1.9660  0.375
H: 6.5532 1.2361 -2.1219  0.282
H: 4.3272 0.0796 -2.0267  0.298
H: 4.6980 -0.5202 -0.4080  0.351
H: 4.9262 2.4764 -0.9828  0.440
H: 3.3087 1.7707 -0.7339  -0.376
H: 3.6777 2.9413 3.3289  0.355
H: 2.7689 1.4027 3.5654  -0.028
H: 5.0773 1.6543 4.7239  0.366
H: 4.8693 0.1812 3.7453  0.270
H: 6.3442 2.7984 3.1142  0.339
H: 7.0304 1.1631 3.1076  0.448
H: 6.7462 2.6993 -0.1385  0.467
H: 7.8285 2.1400 1.1701  0.492
H: 7.0964 -0.2851 0.4722  0.342
H: 8.3164 0.5497 -0.4845  0.334
O: 1.0951 0.1888 3.0643  -0.341
C: 0.0154 -0.1134 3.3625  0.256
Co: -1.6446 -0.5256 3.7459  -0.163
C: -1.2760 -1.7692 4.9194  0.254
O: -0.9421 -2.5356 5.7367  -0.290
C: -2.1353 0.7670 4.8483  0.206
O: -2.4372 1.5806 5.6140  -0.280
C: -2.6299 -0.2804 1.9786  -0.805
C: -1.8473 0.6625 1.2784  0.318
C: -1.3434 1.9145 1.4902  -0.507
C: -1.0549 2.8775 0.4209  0.128
C: -1.5676 4.2051 0.4093  -0.401
C: -0.9729 5.1639 -0.4227  -0.632
C: 0.1118 4.8090 -1.2289  -0.455
C: 0.5020 3.4678 -1.3445  -0.826
C: -0.1164 2.4992 -0.5602  0.406
Co: -1.5137 -1.0955 0.8217  1.695
C: 0.0299 -0.9621 0.0565  0.083
O: 1.0488 -0.9278 -0.5118  -0.342
C: -1.4105 -2.7436 1.4517  -0.067
O: -1.3507 -3.8644 1.7745  -0.363
P: -2.8792 -1.6651 -0.8243  2.034
C: -1.9505 -1.7095 -2.3995  -0.072
C: -2.2995 -0.9295 -3.5112  -0.593
C: -1.5054 -0.9681 -4.6609  -0.704
C: -0.3434 -1.7409 -4.6946  -0.586
C: 0.0180 -2.5042 -3.5782  -0.817
C: -0.8050 -2.5175 -2.4522  -0.204
C: -3.5717 -3.3707 -0.7157  -0.278
C: -3.5048 -4.3036 -1.7655  -0.597
C: -4.0547 -5.5827 -1.6087  -0.682
C: -4.6852 -5.9391 -0.4129  -0.589
C: -4.7631 -5.0134 0.6363  -0.732
C: -4.2013 -3.7423 0.4846  0.038
C: -4.3573 -0.6223 -1.1218  0.216
C: -5.6627 -1.1475 -1.0923  -0.636
C: -6.7675 -0.3195 -1.3264  -0.647
C: -6.5815 1.0351 -1.6211  -0.619
C: -5.2898 1.5724 -1.6249  -0.836
C: -4.1810 0.7543 -1.3587  -0.385
H: -3.6993 -0.4733 1.9249  1.055
H: -1.3109 2.3195 2.5235  0.322
H: -2.4033 4.4433 1.0683  0.467
H: -1.3353 6.1911 -0.3950  0.414
H: 0.6825 5.5750 -1.7387  0.424
H: 1.3088 3.1677 -1.9988  0.444
H: 0.1783 1.4528 -0.5814  -0.059
H: -3.1874 -0.3045 -3.4800  0.457
H: -1.7921 -0.3746 -5.5320  0.424
H: 0.2880 -1.7520 -5.5867  0.402
H: 0.9414 -3.0821 -3.5789  0.428
H: -0.5496 -3.1674 -1.6134  0.519
H: -3.0120 -4.0419 -2.7004  0.419
H: -3.9790 -6.3053 -2.4274  0.416
H: -5.1118 -6.9381 -0.2928  0.392
H: -5.2458 -5.2850 1.5769  0.441
H: -4.2646 -3.0332 1.3136  0.384
H: -5.8185 -2.2080 -0.8940  0.354
H: -7.7749 -0.7363 -1.2768  0.418
H: -7.4456 1.6733 -1.8443  0.385
H: -5.1399 2.6321 -1.8431  0.443
H: -3.1773 1.1855 -1.3369  0.767

The HOMO energy is -0.35601 Eh. The value obtained for the orbital gap is 4.448 eV. As for the net charge: +1.


[2]
C10H30FO10Zn2 as an isolated structure, computed with ωB97M-V/def2-TZVPD.

Last column: Mulliken charge in e.
Positions of all 53 atoms, in Å:
Zn: -13.9624 0.3088 -12.7427  -0.412
Zn: -14.8206 1.5396 -8.9550  0.675
F: -14.2079 1.1550 -10.8083  -0.190
C: -17.2238 -0.0491 -9.5296  -0.188
C: -16.4854 -0.5737 -8.3237  -0.756
O: -15.1055 -0.5549 -8.6484  -0.334
O: -16.8732 1.3554 -9.4975  -0.238
H: -18.2867 -0.2627 -9.4174  0.549
H: -16.9495 -0.6730 -10.3802  0.117
H: -16.6254 -1.6480 -8.2033  0.468
H: -16.5900 -0.0172 -7.3923  0.241
H: -14.9699 -1.2850 -9.2567  0.289
H: -17.7053 1.8231 -9.5999  0.273
C: -9.7077 1.1408 -13.3856  -0.562
C: -11.0027 1.7765 -12.8098  -0.315
O: -11.9922 0.6793 -12.6272  0.066
O: -9.5667 -0.2000 -12.9651  -0.603
H: -8.7600 1.6637 -13.2567  0.425
H: -9.7430 1.0786 -14.4733  0.325
H: -11.4022 2.2984 -13.6793  0.349
H: -10.7165 2.3230 -11.9111  0.179
H: -11.4162 -0.0284 -12.3287  0.292
H: -8.7670 -0.6234 -13.2856  0.323
C: -14.6748 4.1636 -8.0342  -0.492
C: -15.8006 3.5060 -7.1541  -0.556
O: -15.4989 2.1636 -7.1376  -0.240
O: -14.6763 3.6130 -9.3459  -0.389
H: -13.7269 3.9971 -7.5226  0.243
H: -14.7874 5.2452 -8.1087  0.529
H: -16.7842 3.7481 -7.5568  0.195
H: -15.6192 3.8159 -6.1250  0.526
H: -15.4128 1.9751 -6.2002  0.291
H: -14.0533 4.1417 -9.8499  0.241
C: -10.6447 1.6504 -8.0012  -1.141
C: -11.8806 1.4942 -8.9898  0.215
O: -12.9856 1.2758 -8.0762  -0.200
O: -10.3724 0.5714 -7.1977  -0.461
H: -10.6372 2.5148 -7.3372  0.356
H: -9.8142 1.7943 -8.6924  0.503
H: -11.7312 0.5317 -9.4792  0.085
H: -11.9401 2.2996 -9.7219  0.103
H: -12.4740 1.0593 -7.2932  0.298
H: -9.8787 0.0703 -7.8510  0.371
C: -16.4091 1.4855 -13.5696  -0.519
C: -15.5473 2.8268 -13.4640  -0.360
O: -14.0862 2.6124 -13.3730  -0.355
O: -15.9760 0.3048 -12.8458  -0.150
H: -16.4374 1.2377 -14.6307  0.444
H: -17.4566 1.6824 -13.3416  0.421
H: -15.6862 3.3328 -12.5086  0.119
H: -15.8955 3.5652 -14.1863  0.427
H: -13.5887 3.3830 -13.0895  0.269
H: -16.7397 -0.2715 -12.9245  0.254

Its multiplicity is 2. As for the energy relative to the best compared isomer or geometry (same formula, charge and spin): 0.653 eV. The HOMO energy (alpha / beta) is -0.39922 / -0.55794 Eh. The value obtained for the orbital gap (alpha / beta) is 5.603 / 9.830 eV. As for the net charge: +2.


[3]
C12H18AgI2O9 as an isolated structure, computed with ωB97M-V/def2-TZVPD.

Last column: Mulliken charge in e.
Positions of all 42 atoms, in Å:
Ag: -0.3473 1.7660 -0.0511  0.706
I: -0.2738 1.8775 -2.9159  -0.026
I: -0.4701 2.4499 2.6526  -0.639
C: -6.4446 -0.9244 1.2682  -1.445
C: -4.9583 -1.1767 1.3970  0.434
C: -4.3708 -2.0659 0.2937  -0.500
O: -3.1821 -1.4137 -0.0951  -0.240
C: -3.2085 -0.1378 0.3617  0.440
O: -2.4256 0.7060 0.0706  -0.340
O: -4.2319 0.0391 1.2147  -0.330
H: -7.0045 -1.8559 1.3211  0.373
H: -6.5992 -0.4182 0.3134  0.360
H: -6.7757 -0.2603 2.0648  0.358
H: -4.7133 -1.5789 2.3842  0.288
H: -5.0976 -2.1337 -0.5302  0.285
H: -4.1897 -3.1090 0.5523  0.341
C: 5.4675 5.1602 -0.5466  -1.397
C: 5.0298 3.9518 0.2421  0.485
C: 4.2044 4.1895 1.5288  -0.359
O: 2.9355 3.6290 1.2271  -0.253
C: 2.9884 2.9268 0.0930  0.554
O: 2.0998 2.2676 -0.3521  -0.534
O: 4.1868 3.0830 -0.5116  -0.339
H: 6.0946 5.7995 0.0723  0.368
H: 4.6331 5.7841 -0.8859  0.332
H: 5.9658 4.8535 -1.4664  0.351
H: 5.9250 3.3809 0.4976  0.229
H: 4.0279 5.2018 1.8849  0.280
H: 4.6961 3.6455 2.3398  0.254
C: 0.5652 -4.2207 -2.5884  -1.425
C: -0.0768 -3.7884 -1.2649  0.558
C: 0.8335 -3.9762 -0.0373  -0.491
O: 1.0626 -2.6466 0.4306  -0.321
C: 0.3509 -1.7684 -0.2833  0.401
O: 0.2845 -0.6007 -0.0689  -0.333
O: -0.2694 -2.3856 -1.3206  -0.317
H: 1.5709 -3.7950 -2.6276  0.361
H: -0.0105 -3.7942 -3.4077  0.332
H: 0.6447 -5.3018 -2.6867  0.397
H: -0.9985 -4.3579 -1.1386  0.226
H: 1.7715 -4.5027 -0.1991  0.298
H: 0.3098 -4.4993 0.7673  0.274

Its multiplicity is 2. As for the energy relative to the best compared isomer or geometry (same formula, charge and spin): 0.442 eV. The HOMO energy (alpha / beta) is -0.24558 / -0.24211 Eh. The value obtained for the orbital gap (alpha / beta) is 7.068 / 3.492 eV.


[4]
An isolated ion of composition C7H12NO and charge +1, computed with ωB97M-V/def2-TZVPD.

Last column: Mulliken charge in e.
Positions of all 21 atoms, in Å:
C: 2.2825 1.1709 -0.3102  -1.473
C: 1.6383 0.1738 0.6032  0.022
C: 1.3753 -1.3152 0.0484  0.311
O: 1.5131 -2.4325 -0.2123  -0.314
N: 0.2320 -0.3308 0.1966  0.499
C: -0.8086 -0.4658 1.1754  -0.666
C: -2.1564 -0.5581 0.3966  -0.435
C: -1.8128 0.4538 -0.6000  -0.629
C: -0.3445 0.0161 -1.0742  -0.567
H: 2.1079 0.8457 -1.3534  0.354
H: 3.3090 1.3457 -0.0503  0.415
H: 1.8451 2.1352 -0.2075  0.406
H: 1.7646 0.2628 1.7062  0.429
H: -0.8320 0.4608 1.8331  0.329
H: -0.7153 -1.3374 1.6814  0.376
H: -3.0527 -0.3401 1.0549  0.309
H: -2.2995 -1.6187 -0.0101  0.304
H: -2.4290 0.4191 -1.5185  0.372
H: -1.5015 1.3658 -0.0814  0.297
H: -0.4330 -0.9368 -1.6347  0.357
H: 0.3176 0.6860 -1.6433  0.305

The SMILES is C[C@@H]1C(=O)[N+]12CCCC2. As for the energy relative to the best compared isomer or geometry (same formula, charge and spin): 3.014 eV. The HOMO energy is -0.54397 Eh. The value obtained for the orbital gap is 10.828 eV. As for the net charge: +1.